Density functional theory data (ωB97M-V/def2-TZVPD) for a 2-piece molecular cluster, C2H4NO3PS overall at a distorted geometry.

For the energy above the lowest of the compared OMol25 structures with the same formula, charge and spin, the calculation gives 5.063 eV. The calculation puts the molar mass at 153.1 g/mol. Its net charge is -2. Its spin multiplicity is 1. The frontier orbital gap comes out at 6.418 eV. As for the HOMO energy: -0.6 eV. Its largest force on an atom is 3.83 eV/A.

Each atom is followed by the atoms it is bonded to, with distances in Å.
Geometry (Å):
1 C -0.86025 0.77293 -0.07117  N3 1.265, P7 1.922
2 C 1.41010 -0.14407 -0.31897  N3 1.454, H9 1.176, H10 1.174, H11 1.111
3 N 0.40105 0.85769 -0.01421  C1 1.265, C2 1.454, H12 1.039
4 O -0.70169 -1.57073 -1.10919  P7 1.526
5 O -0.58279 -1.38999 1.44854  P7 1.501
6 O -2.82569 -1.16828 0.33892  P7 1.504
7 P -1.33263 -1.07216 0.18734  C1 1.922, O4 1.526, O5 1.501, O6 1.504
8 S -1.36258 3.16459 0.35912  no bonds
9 H 2.32191 -0.02020 0.41262  C2 1.176
10 H 0.84392 -1.15542 -0.13295  C2 1.174
11 H 1.83621 -0.03292 -1.33931  C2 1.111
12 H 0.85244 1.75855 0.23927  N3 1.039